Record 1
DFT (the ωB97M-V functional and the def2-TZVPD basis) results for a cluster of 8 separate species, C13H42N8O8 in total in a non-equilibrium geometry.

## Properties
strongest force on any atom	3.17	eV/Å
frontier orbital gap	9.66	eV
net charge	0
SMILES	NC(N)=O.NC(N)=O.NC(N)=O.NC(N)=O.CC(C)O.CC(C)O.CC(C)O.O

The geometry in XYZ format:
```
71
Properties=species:S:1:pos:R:3:forces:R:3
N -4.63749 0.51636 -1.92748 0.26 0.25 1.15
C -3.70483 -0.20834 -2.65718 -0.62 0.27 1.03
N -2.93175 -1.12228 -1.89507 0.13 0.76 -0.06
O -3.71083 -0.08860 -3.88002 0.97 -0.61 0.27
H -5.01097 1.42701 -2.23434 0.68 -1.15 -0.28
H -4.58120 0.45297 -0.91062 0.08 0.01 -0.55
H -2.47638 -0.86287 -0.96276 -1.03 -0.05 -1.84
H -2.25293 -1.63841 -2.46020 -0.46 0.47 0.23
N 1.25419 4.43774 -1.28840 -1.84 -0.02 1.09
C 0.41207 3.64769 -0.49746 1.44 -0.28 -0.19
N 0.89102 2.34798 -0.31282 -0.78 0.57 0.10
O -0.58878 4.13612 0.03544 0.51 -0.67 -0.37
H 0.82714 5.26580 -1.68952 0.23 -0.39 0.12
H 1.95636 3.96725 -1.78590 0.90 -0.35 -0.77
H 0.48982 1.77703 0.43323 0.26 0.53 -0.41
H 1.61449 1.86149 -0.86603 -0.50 0.66 0.43
N -0.96615 -0.27193 -5.00410 -1.33 -0.83 1.16
C -0.07718 -0.90350 -4.15515 0.47 1.59 -0.11
N 0.92982 -1.59276 -4.71666 -0.31 0.14 -1.05
O -0.05071 -0.66144 -2.95740 -0.53 -0.11 1.05
H -1.86780 -0.19486 -4.47226 0.47 0.56 -0.74
H -1.17026 -0.68953 -5.90733 0.36 -0.03 0.18
H 1.41722 -2.24992 -4.16863 0.51 -0.58 0.67
H 0.68592 -1.86586 -5.63046 0.41 -0.69 -1.18
N 1.96531 -0.12244 1.82927 -1.02 0.18 1.46
C 2.86514 0.58474 2.58774 2.37 -0.31 -2.08
N 2.74050 0.86879 3.89321 -0.99 0.07 1.89
O 3.88654 0.90839 1.98966 0.77 0.62 0.14
H 2.38697 -0.57314 1.04018 0.02 0.27 -0.25
H 1.15671 -0.57220 2.23580 -0.11 -0.02 0.18
H 3.48659 1.30073 4.48136 -0.97 -0.66 -1.53
H 1.96847 0.44523 4.38068 0.01 0.15 0.21
C -3.42381 0.94486 2.18859 0.31 0.32 0.75
C -2.73645 2.26293 1.84864 0.04 -0.95 0.27
C -1.53703 2.47952 2.74510 0.23 1.14 -1.39
O -2.41686 2.17122 0.45881 -0.76 -1.11 0.46
H -2.78256 0.08352 1.93229 -0.32 0.35 0.19
H -4.33746 0.92901 1.62708 -0.62 -0.42 -0.28
H -3.66852 0.92637 3.27622 0.15 -0.16 -0.78
H -3.43855 3.07831 2.07424 0.00 0.01 -0.46
H -1.93661 2.51619 3.72920 0.17 -0.47 1.16
H -1.17207 3.49385 2.55420 0.31 -0.16 -0.04
H -0.72387 1.77084 2.55105 -0.26 -0.09 0.44
H -1.89369 2.92233 0.20310 0.83 1.21 -0.22
C 4.55074 0.22189 -1.19464 -1.26 -0.83 0.29
C 3.47492 -0.73591 -1.64510 -1.08 0.60 -0.88
C 3.58992 -2.10747 -0.98227 -0.64 1.70 -0.19
O 2.23178 0.01171 -1.46449 -0.27 -0.93 -0.19
H 4.44822 1.13827 -1.76511 0.59 0.06 -0.09
H 5.42216 -0.37650 -1.31991 1.43 0.40 -0.21
H 4.39464 0.41141 -0.12929 0.15 0.21 -0.07
H 3.58694 -1.02092 -2.70052 -0.12 0.78 -0.29
H 2.70883 -2.68424 -1.30091 0.51 -0.26 0.51
H 3.67696 -1.88881 0.08148 -0.04 -0.88 0.24
H 4.53110 -2.43673 -1.41824 -0.08 -0.79 0.41
H 1.48743 -0.29900 -2.04120 0.81 -0.06 0.26
C -1.85692 -3.12257 2.88818 -0.55 -0.13 1.13
C -0.43314 -2.64344 2.82701 -0.68 1.16 0.02
C 0.29914 -3.32577 1.71245 -0.23 0.84 -0.65
O -0.51950 -1.19501 2.72578 0.33 -0.12 -1.85
H -2.33508 -2.73251 3.80955 0.22 -0.44 -0.38
H -1.84260 -4.21140 2.88674 -0.45 -0.12 0.07
H -2.48418 -2.74227 2.06926 0.50 -0.18 -0.09
H 0.12202 -2.77944 3.73146 0.00 -0.32 0.89
H 1.28619 -2.87597 1.54268 -0.33 -0.21 -0.29
H -0.40335 -3.25484 0.88531 0.51 0.29 -0.82
H 0.38133 -4.38309 1.85916 0.29 -0.62 0.52
H -0.71932 -0.96804 1.75952 0.21 -0.29 1.37
O -0.92233 -0.30010 0.01623 0.17 0.84 -0.06
H -1.28708 0.62138 0.12544 0.07 -0.61 -0.16
H -0.22837 -0.22685 -0.67386 -0.55 -0.09 0.43
```
Forces are in eV/Å.

These are the Löwdin partial charges, in e, on atoms 1 to 2: 0.137, -0.613



Record 2
DFT (the ωB97M-V functional and the def2-TZVPD basis) results for a structure of composition C13H44AgF2NO17S2 in a non-equilibrium geometry.

## Properties
strongest force on any atom	9.21	eV/Å
frontier orbital gap	2.15	eV
net charge	-3
expectation value of S²	0.760
multiplicity	2

The geometry in XYZ format:
```
80
Properties=species:S:1:pos:R:3:forces:R:3
Ag 2.16894 2.12358 -1.52024 1.83 -0.09 -1.47
O 2.86546 1.72704 -3.77868 0.36 -0.06 0.54
C 3.23902 0.85552 -4.79887 -0.73 1.24 0.31
C 4.58297 1.05450 -5.59051 1.01 2.04 0.32
O 5.08204 2.33691 -5.86801 -0.93 -1.08 -0.08
H 2.40706 0.90172 -5.50984 -0.28 0.15 -1.04
H 3.16607 -0.19737 -4.50727 0.51 -0.78 0.39
H 4.49855 0.45061 -6.50104 -0.64 -0.49 -0.80
H 5.38428 0.50289 -5.08597 0.37 -0.54 0.97
O 2.62682 -0.37319 4.78196 0.47 -1.51 -2.40
C 2.87787 -1.24475 3.67330 0.36 1.57 2.70
C 3.21788 -0.56466 2.25643 1.26 3.70 0.11
O 3.96003 0.66229 2.25582 -1.40 -2.31 0.21
H 2.08194 -1.98937 3.62008 -0.25 -0.06 -0.51
H 3.79581 -1.76425 3.95805 0.44 -0.16 -0.01
H 2.20325 -0.41240 1.88460 -0.11 -0.09 -0.49
H 3.83510 -1.18185 1.60046 -0.50 -1.21 0.10
N 0.64381 0.65748 -1.18678 -4.51 2.42 3.39
S 0.35987 -0.81529 -1.29009 4.30 -6.29 -5.16
O -0.70907 -1.27380 -2.13423 -1.36 -0.01 1.03
O 0.84685 -1.64680 -0.22466 -1.14 0.04 0.53
F 1.52627 -1.02129 -2.39347 0.23 -0.16 0.42
S -0.64835 0.89742 -0.06501 0.83 3.64 2.17
O -0.21633 1.00366 1.30704 -0.22 -0.63 -1.95
O -1.94892 0.35857 -0.33049 0.04 -0.98 -0.24
F -0.95410 2.38752 -0.49062 0.40 0.75 -0.17
C -1.84006 -1.92403 1.78919 0.80 -0.99 0.12
O -0.61336 -1.70954 2.50392 -0.78 0.22 0.10
H -2.39102 -0.99619 1.64497 0.40 0.00 0.02
H -1.57343 -2.39465 0.84240 -0.30 0.35 -0.34
H -2.46636 -2.63863 2.32618 -0.25 0.00 0.19
H -0.08940 -2.51308 2.54021 0.05 0.03 -0.22
C -2.62025 -4.48915 -1.38044 -0.64 -0.86 0.16
O -4.01194 -4.77345 -1.12318 -0.12 0.15 0.48
H -2.07298 -4.64630 -0.45136 -0.18 0.32 0.10
H -2.29949 -5.30178 -2.03310 0.52 0.50 -0.51
H -2.46502 -3.47463 -1.74618 0.24 -0.17 -0.14
H -4.56168 -4.39965 -1.81527 0.24 0.06 -0.08
C 3.68326 -4.00183 0.11866 -0.91 0.24 0.73
O 3.44503 -3.88277 1.52336 0.72 -0.45 0.26
H 3.05332 -3.22635 -0.31789 0.30 -0.12 -0.76
H 4.74571 -3.86274 -0.08132 -0.07 -0.08 -0.42
H 3.33183 -4.99693 -0.15411 0.16 0.04 -0.35
H 4.08147 -3.20981 1.77853 -0.38 0.32 0.57
C -4.53959 2.22795 1.94766 -0.95 -0.18 -1.15
O -4.09494 3.05828 2.99364 -0.07 0.12 0.11
H -5.26644 1.49424 2.29830 0.33 -0.42 0.12
H -5.08007 2.78608 1.18045 -0.10 0.42 -0.04
H -3.73515 1.77599 1.36768 0.31 -0.22 0.65
H -4.85186 3.58134 3.26683 0.18 0.11 0.14
C -5.51514 -1.38966 -1.18104 0.72 0.06 -0.50
O -4.48144 -0.69095 -0.53416 -0.39 -0.07 0.60
H -5.12543 -2.34638 -1.53177 -0.24 -0.22 -0.12
H -6.35075 -1.59712 -0.51310 0.06 0.29 0.09
H -5.80612 -0.79061 -2.04542 -0.63 -0.21 -0.17
H -3.71435 -0.71812 -1.11301 0.47 0.26 0.23
C -1.34156 4.42166 1.67248 -0.50 0.54 -0.51
O -1.37439 3.35486 2.55262 0.39 -0.39 0.33
H -0.46627 4.42189 1.02274 0.18 -0.23 0.23
H -2.20982 4.38978 1.01146 -0.12 0.12 -0.29
H -1.38826 5.37652 2.20049 0.13 0.33 0.11
H -2.29540 3.09821 2.65129 0.17 0.03 0.33
C -2.12643 0.50342 4.48752 -1.62 -0.13 0.01
O -0.85314 0.42497 4.04662 1.30 0.25 0.57
H -2.25173 1.16578 5.34522 0.23 0.34 -0.06
H -2.78458 0.82590 3.67710 -0.45 0.41 -0.01
H -2.55598 -0.44887 4.80983 0.02 -0.52 0.21
H -0.77564 -0.37377 3.51123 0.57 -0.10 -0.29
C 4.46725 -0.35889 -1.38416 -0.08 0.10 0.17
O 4.01236 0.79923 -0.64403 0.59 -0.42 -1.68
H 4.67258 -0.17620 -2.43917 -0.79 0.87 -0.04
H 5.44446 -0.75339 -1.09849 0.11 0.14 0.97
H 3.73174 -1.16132 -1.32574 -0.02 -0.01 0.05
H 4.08777 0.70400 0.31438 0.11 -0.29 1.14
C 0.03513 4.56467 -2.55859 -0.49 -0.86 -0.49
O 0.49871 3.24161 -2.81801 -0.49 0.92 0.06
H -0.65063 4.49527 -1.71352 0.33 0.45 0.41
H 0.88560 5.23536 -2.43826 -0.10 0.02 0.32
H -0.57837 4.92441 -3.38598 0.09 0.17 -0.22
H 0.14918 2.94068 -3.65964 0.59 -0.33 -0.08
```
Forces are in eV/Å.

These are the Löwdin partial charges, in e, on atoms 1 to 2: 0.761, -0.405



Sequential M output: 438.5; 696.5 g mol⁻¹